DFT (wB97M-V/def2-TZVPD) results for C38H42AsAuCl2NO2P2 as an isolated structure in a non-equilibrium geometry.

Maximum force in hartree/bohr: 0.0212
HOMO-LUMO gap in eV: 3.5
Total charge: -1

Geometry as XYZ:
```
89
C38H42AsAuCl2NO2P2 wB97M-V/def2-TZVPD
Au 0.061 -0.122 0.377
O -1.868 0.276 -1.279
P -2.115 1.421 -2.179
C -0.569 2.080 -2.904
P 0.414 2.879 -1.569
O 0.246 2.197 -0.253
C -0.027 4.610 -1.477
C 0.007 5.478 -2.571
C -0.267 6.822 -2.397
C -0.587 7.319 -1.140
C -0.639 6.454 -0.052
C -0.356 5.112 -0.218
C 2.102 2.710 -2.199
C 2.929 3.761 -2.586
C 4.248 3.517 -2.927
C 4.757 2.225 -2.869
C 3.940 1.175 -2.466
C 2.622 1.413 -2.123
C -3.179 0.943 -3.558
C -4.219 0.079 -3.205
C -5.091 -0.396 -4.165
C -4.935 -0.016 -5.494
C -3.908 0.847 -5.847
C -3.034 1.331 -4.887
C -2.866 2.819 -1.325
C -3.034 2.709 0.053
C -3.668 3.724 0.751
C -4.156 4.836 0.077
C -3.997 4.940 -1.301
C -3.364 3.931 -2.003
H -0.754 2.806 -3.701
H -0.001 1.236 -3.296
H 0.242 5.097 -3.559
H -0.235 7.496 -3.244
H -0.793 8.373 -1.007
H -0.899 6.836 0.927
H -0.389 4.421 0.616
H 2.538 4.771 -2.611
H 4.889 4.333 -3.235
H 5.791 2.040 -3.132
H 4.335 0.168 -2.418
H 1.976 0.598 -1.808
H -4.307 -0.229 -2.169
H -5.888 -1.074 -3.887
H -5.602 -0.405 -6.252
H -3.780 1.133 -6.884
H -2.229 1.995 -5.181
H -2.634 1.834 0.556
H -3.784 3.649 1.825
H -4.665 5.621 0.622
H -4.373 5.812 -1.822
H -3.243 4.002 -3.079
Cl -2.761 -2.816 1.766
C -2.493 -3.516 0.182
C -3.593 -4.153 -0.359
C -3.550 -4.760 -1.606
C -2.349 -4.719 -2.318
C -1.252 -4.099 -1.780
Cl 0.207 -4.086 -2.726
C -1.213 -3.441 -0.484
N -0.064 -2.911 -0.131
H -4.510 -4.173 0.218
H -4.427 -5.249 -2.009
H -2.277 -5.171 -3.300
C 0.224 -2.128 0.999
H -0.381 -2.237 1.899
H 1.287 -2.220 1.252
C 4.371 -1.185 1.206
C 3.687 -0.404 2.327
As 2.583 1.043 1.544
C 1.535 1.512 3.147
C 2.321 1.855 4.410
C 3.951 2.506 1.664
C 3.299 3.885 1.574
H 4.949 -2.027 1.593
H 5.045 -0.535 0.641
H 3.622 -1.572 0.511
H 4.426 -0.002 3.026
H 3.019 -1.063 2.887
H 0.878 0.661 3.327
H 0.888 2.346 2.859
H 2.943 1.016 4.724
H 1.644 2.095 5.235
H 2.971 2.719 4.257
H 4.633 2.363 0.821
H 4.539 2.418 2.584
H 2.588 3.919 0.748
H 4.039 4.675 1.413
H 2.746 4.120 2.487
```

Löwdin population analysis, charges in e, atoms 1 to 8: 0.6551 -0.3816 0.6891 -0.2711 0.7165 -0.4754 -0.2799 -0.0982